{
  "formula": "C3H6N2",
  "method": "ωB97M-V/def2-TZVPD",
  "de_lowest_kj_mol": 76.1,
  "gap_ev": 10.6851,
  "e_homo_ev": -9.79,
  "smiles": "CNCC#N",
  "largest_force_ev_per_a": 1.1,
  "species": ["C", "N", "C", "C", "N", "H", "H", "H", "H", "H", "H"],
  "positions_angstrom": [[-0.649846, 1.157992, 0.347757], [0.677678, 0.556307, 0.318819], [0.667557, -0.885411, 0.202602], [-0.107464, -1.409658, -0.951812], [-0.735839, -1.760123, -1.857925], [-1.169025, 1.142276, -0.622981], [-0.569210, 2.193395, 0.690426], [-1.272752, 0.616030, 1.067502], [1.223160, 0.958492, -0.436459], [1.695593, -1.254039, 0.125937], [0.240147, -1.315262, 1.116133]],
  "forces_ev_per_angstrom": [[-0.18, 0.09, 0.05], [0.06, 0.04, -0.17], [0.07, -0.13, 0.09], [-0.55, -0.26, -0.78], [0.62, 0.33, 0.86], [0.07, -0.05, 0.15], [-0.02, -0.14, -0.09], [0.10, 0.09, -0.06], [-0.03, -0.04, 0.12], [-0.17, 0.04, -0.01], [0.03, 0.03, -0.16]],
  "nbo_charge": [-0.4263, -0.5949, -0.3243, 0.2506, -0.3258, 0.1841, 0.2082, 0.1959, 0.3607, 0.2410, 0.2307]
}